1.
A molecular structure, C43H53GeNO3PTi, computed with ωB97M-V with the def2-TZVPD basis set.

M = 783.35 Da
total charge = +3
gap between HOMO and LUMO (alpha / beta) = 0.1515 / 0.1514 Eh
HOMO energy (alpha / beta) = -0.5425 / -0.5425 Ha
strongest force on any atom = 4.38 eV Å⁻¹

```
103
C43H53GeNO3PTi | the OMol25 dataset | ωB97M-V with the def2-TZVPD basis set
Ti -0.21 0.82 -1.55
O -1.13 -0.87 -2.17
C -2.16 -0.83 -3.29
C -3.54 -0.39 -2.75
C -3.53 0.76 -1.78
C -2.86 2.02 -2.41
C -3.71 3.05 -2.77
C -3.22 4.17 -3.42
C -1.82 4.15 -3.76
C -1.04 3.13 -3.35
N -1.56 2.07 -2.69
H -1.21 -1.68 -1.64
H -2.09 -1.79 -3.72
H -1.76 -0.15 -3.96
H -3.95 -1.27 -2.24
H -4.19 -0.26 -3.64
H -3.14 0.33 -0.87
H -4.60 0.86 -1.67
H -4.75 3.01 -2.48
H -3.92 4.90 -3.71
H -1.30 4.98 -4.19
H 0.03 3.11 -3.37
C 3.85 -0.74 0.05
C 3.55 -0.39 -1.42
C 4.72 -0.19 -2.39
C 2.79 -1.62 -1.95
P 2.42 1.03 -1.56
C 2.06 1.48 -3.28
C 2.54 2.47 -4.11
C 2.08 2.66 -5.37
C 1.20 1.75 -5.97
C 0.67 0.75 -5.16
C 0.99 0.67 -3.77
C 3.00 2.61 -0.58
C 4.45 3.01 -0.83
C 2.86 2.31 0.91
C 2.02 3.75 -0.94
H 4.22 -1.77 0.10
H 2.91 -0.68 0.58
H 4.51 -0.07 0.55
H 5.13 -1.19 -2.64
H 5.49 0.37 -1.89
H 4.47 0.34 -3.34
H 3.47 -2.45 -1.67
H 2.56 -1.63 -3.04
H 1.82 -1.82 -1.45
H 3.32 3.15 -3.85
H 2.69 3.26 -6.01
H 0.79 1.95 -6.93
H -0.01 0.03 -5.61
H 0.71 -0.23 -3.25
H 5.12 2.36 -0.44
H 4.74 4.03 -0.34
H 4.68 3.25 -1.92
H 3.76 1.75 1.34
H 1.87 1.86 1.28
H 2.95 3.26 1.39
H 1.43 4.07 -0.05
H 1.33 3.51 -1.76
H 2.55 4.66 -1.24
O -0.94 1.77 -0.09
C -0.70 0.74 0.70
O -0.07 -0.17 0.10
C -0.74 0.87 2.18
C -0.19 -0.20 3.02
Ge -1.27 -1.87 3.48
C -1.14 -2.94 1.78
C 0.04 -3.66 1.63
C 0.36 -4.22 0.39
C -0.58 -4.08 -0.63
C -1.81 -3.48 -0.44
C -2.10 -2.96 0.81
C -3.01 -1.05 3.93
C -4.27 -1.36 3.44
C -5.43 -0.68 3.83
C -5.29 0.39 4.71
C -4.00 0.81 5.11
C -2.84 0.05 4.75
C -0.23 -2.79 4.81
C 1.16 -2.79 4.65
C 1.92 -3.46 5.56
C 1.37 -4.15 6.65
C -0.02 -4.18 6.78
C -0.82 -3.42 5.88
H -1.74 1.25 2.46
H -0.15 1.78 2.24
H -0.16 0.20 4.00
H 0.87 -0.38 2.73
H 0.74 -3.76 2.48
H 1.33 -4.67 0.22
H -0.23 -4.36 -1.59
H -2.59 -3.65 -1.19
H -3.10 -2.62 0.83
H -4.28 -2.10 2.69
H -6.35 -1.17 3.64
H -6.27 0.85 5.09
H -3.84 1.67 5.78
H -1.97 0.42 5.23
H 1.66 -2.20 3.86
H 3.02 -3.43 5.50
H 1.99 -4.51 7.36
H -0.44 -4.75 7.64
H -1.90 -3.41 5.99
```

=====

2.
A molecular structure, C43H56N2O5ReS, computed with ωB97M-V with the def2-TZVPD basis set.

M = 899.20 Da
total charge = +2
gap between HOMO and LUMO (alpha / beta) = 0.2041 / 0.2183 Eh
HOMO energy (alpha / beta) = -0.4841 / -0.4842 Ha
2S+1 = 2
strongest force on any atom = 4.61 eV Å⁻¹

```
108
C43H56N2O5ReS | the OMol25 dataset | ωB97M-V with the def2-TZVPD basis set
Re -0.09 -0.57 -0.09
C -3.87 -2.95 5.05
C -3.11 -1.74 4.51
C -3.23 -0.57 5.49
O -1.76 -2.09 4.29
C -1.30 -1.37 3.18
C -2.57 -1.25 2.30
O -3.62 -1.38 3.22
C -2.68 0.07 1.46
O -1.77 -0.03 0.44
C -4.08 0.24 0.84
C -4.32 1.44 0.17
C -5.55 1.69 -0.41
C -6.55 0.74 -0.33
C -6.32 -0.45 0.32
C -5.08 -0.72 0.90
C -2.39 1.29 2.33
C -1.13 1.89 2.31
C -0.88 3.01 3.07
C -1.87 3.54 3.88
C -3.12 2.93 3.92
C -3.38 1.81 3.15
C -0.04 -2.07 2.59
O 0.59 -1.22 1.70
C 0.92 -2.28 3.76
C 0.79 -3.38 4.60
C 1.69 -3.57 5.63
C 2.72 -2.67 5.84
C 2.83 -1.56 5.02
C 1.93 -1.35 3.99
C -0.30 -3.43 1.94
C 0.77 -3.98 1.23
C 0.66 -5.24 0.67
C -0.53 -5.95 0.77
C -1.58 -5.41 1.49
C -1.46 -4.17 2.09
H -3.35 -3.32 5.93
H -3.91 -3.75 4.30
H -4.88 -2.66 5.30
H -2.90 -0.91 6.47
H -4.27 -0.25 5.54
H -2.62 0.27 5.17
H -0.96 -0.37 3.49
H -2.62 -2.06 1.56
H -3.53 2.18 0.12
H -5.72 2.63 -0.91
H -7.52 0.94 -0.77
H -7.10 -1.19 0.39
H -4.94 -1.65 1.41
H -0.35 1.46 1.68
H 0.10 3.47 3.05
H -1.68 4.42 4.47
H -3.89 3.33 4.56
H -4.35 1.34 3.18
H -0.02 -4.08 4.44
H 1.59 -4.44 6.27
H 3.43 -2.83 6.63
H 3.63 -0.84 5.19
H 2.01 -0.49 3.35
H 1.69 -3.43 1.19
H 1.51 -5.68 0.17
H -0.62 -6.94 0.34
H -2.50 -5.96 1.60
H -2.26 -3.82 2.72
C -0.90 -3.57 -4.23
C -0.51 -4.36 -2.98
N 0.84 -4.06 -2.51
C 1.88 -5.01 -2.90
C 2.47 -4.73 -4.29
C 1.11 -2.97 -1.81
C 2.52 -2.71 -1.38
N 0.19 -2.08 -1.49
H -1.91 -3.85 -4.53
H -0.23 -3.80 -5.04
H -0.88 -2.50 -4.05
H -0.55 -5.43 -3.22
H -1.23 -4.19 -2.17
H 1.44 -6.01 -2.90
H 2.67 -4.99 -2.16
H 1.73 -4.89 -5.07
H 3.28 -5.43 -4.46
H 2.86 -3.72 -4.36
H 3.16 -2.60 -2.25
H 2.90 -3.52 -0.76
H 2.54 -1.79 -0.81
H -0.72 -2.31 -1.88
C 5.78 1.41 -2.41
C 4.53 1.58 -1.57
C 4.52 0.60 -0.41
S 2.99 0.57 0.59
O 1.91 0.15 -0.45
C 2.71 2.38 0.82
C 1.83 3.01 -0.26
C 1.73 4.51 0.00
H 5.78 2.13 -3.23
H 5.84 0.41 -2.83
H 6.68 1.58 -1.82
H 3.65 1.42 -2.19
H 4.51 2.61 -1.20
H 5.32 0.82 0.30
H 4.66 -0.42 -0.78
H 3.69 2.85 0.87
H 2.23 2.48 1.79
H 0.84 2.55 -0.24
H 2.26 2.86 -1.25
H 1.26 4.71 0.96
H 1.14 4.98 -0.78
H 2.71 4.97 0.00
```

=====

> Number 1 is which compound?

C43H53GeNO3PTi

=====

> Which of these has the highest total charge?

C43H53GeNO3PTi